The following is a quantum chemistry calculation of C45H64N7O3P2S3Sc as an isolated structure, from the OMol25 dataset.

The value obtained for the frontier orbital gap is 6.84 eV. The total energy is -136068.98969 eV. As for the lowest unoccupied orbital energy: -0.294 eV.

Positions of all 125 atoms, in Å:
1 Sc 0.68306 -0.19819 -0.38853
2 C -1.62503 -3.11767 0.32478
3 C -0.94425 -2.57134 1.57919
4 C -0.36146 -3.70831 2.42035
5 P -1.84557 -1.34846 2.66374
6 C -3.27162 -2.29473 3.40523
7 C -2.82958 -2.89383 4.74381
8 C -3.99866 -3.35687 2.57895
9 C -2.64871 -0.26950 1.41802
10 C -4.01434 -0.30922 1.11651
11 C -4.61313 0.56834 0.21909
12 C -6.09665 0.53539 -0.01955
13 C -3.80134 1.49156 -0.43152
14 C -2.45084 1.54998 -0.15621
15 C -1.86779 0.70496 0.78559
16 N -0.46676 0.82494 1.06545
17 C -0.06933 1.95654 1.75963
18 C -0.98092 2.89743 2.26502
19 C -0.55277 4.02695 2.93951
20 C 0.79338 4.28135 3.16916
21 C 1.26118 5.50950 3.90062
22 C 1.70019 3.33675 2.70409
23 C 1.31750 2.19661 2.00383
24 P 2.46163 0.85830 1.51137
25 C 2.88625 0.04210 3.11728
26 C 1.66742 -0.66235 3.69013
27 C 3.51251 0.96971 4.15240
28 C 4.13549 1.44289 0.92478
29 C 4.37433 1.01377 -0.52428
30 C 4.49908 2.91723 1.08360
31 H -0.86929 -3.52687 -0.35215
32 H -2.31633 -3.92322 0.57273
33 H -2.17767 -2.35066 -0.21836
34 H -0.05689 -2.00471 1.24189
35 H -1.12823 -4.43228 2.69925
36 H 0.40488 -4.23887 1.84911
37 H 0.08712 -3.32897 3.34150
38 H -3.98174 -1.49208 3.63790
39 H -2.09067 -3.68462 4.59899
40 H -2.38499 -2.13830 5.39177
41 H -3.68297 -3.33704 5.26260
42 H -3.37559 -4.24295 2.44908
43 H -4.90618 -3.67872 3.09696
44 H -4.28110 -3.01091 1.58649
45 H -4.64891 -1.04025 1.59778
46 H -6.48173 -0.48470 0.00348
47 H -6.62780 1.10449 0.74738
48 H -6.35487 0.97571 -0.98379
49 H -4.22961 2.17017 -1.16159
50 H -1.82399 2.26592 -0.67731
51 H -2.04125 2.73506 2.13693
52 H -1.29558 4.72616 3.30856
53 H 0.41528 6.09758 4.25637
54 H 1.87070 5.24812 4.76836
55 H 1.86692 6.15508 3.26100
56 H 2.74801 3.50083 2.90699
57 H 3.63488 -0.69708 2.81084
58 H 0.87597 0.04660 3.94390
59 H 1.21630 -1.36501 2.98554
60 H 1.93378 -1.20521 4.60113
61 H 2.78555 1.69681 4.51831
62 H 3.85155 0.38292 5.00953
63 H 4.37945 1.50843 3.76649
64 H 4.80930 0.84659 1.54957
65 H 3.85514 1.67921 -1.21775
66 H 5.44204 1.07968 -0.74591
67 H 4.05065 -0.01002 -0.71885
68 H 3.74849 3.56546 0.62658
69 H 4.62206 3.21917 2.12217
70 H 5.44870 3.10439 0.57711
71 O -2.16417 -1.81235 -2.90976
72 C -0.99434 -1.66300 -2.57585
73 O -0.63755 -0.76825 -1.71019
74 C 0.08207 -2.49949 -3.19470
75 C -0.23553 -3.04741 -4.44082
76 C 0.66762 -3.81659 -5.14421
77 C 1.91742 -4.06312 -4.58734
78 C 2.24008 -3.54033 -3.35129
79 C 1.33954 -2.74520 -2.62674
80 S 1.96313 -2.21655 -1.04626
81 H -1.21776 -2.83948 -4.84168
82 H 0.40424 -4.22047 -6.11285
83 H 2.64338 -4.66836 -5.11631
84 H 3.20858 -3.74180 -2.91194
85 N 3.02445 4.03829 -5.77409
86 C 2.35879 4.41742 -4.65848
87 O 2.04862 5.57002 -4.43758
88 C 2.01671 3.32492 -3.67378
89 C 1.55105 3.71652 -2.42578
90 C 1.21661 2.74651 -1.50469
91 N 1.32460 1.43911 -1.77112
92 C 1.74199 1.05874 -2.98118
93 C 2.10915 1.96979 -3.95386
94 H 3.26610 4.75295 -6.43825
95 H 3.34362 3.10123 -5.92704
96 H 1.44478 4.76641 -2.19556
97 H 0.86214 3.01125 -0.51477
98 H 1.77836 -0.00871 -3.16513
99 H 2.40430 1.58971 -4.92134
100 C 3.17916 -4.64788 3.93347
101 N 3.53899 -3.61830 2.98455
102 C 4.69440 -3.57255 2.30121
103 N 5.57166 -4.57384 2.54566
104 S 5.07350 -2.33037 1.25407
105 H 2.22440 -4.39008 4.38052
106 H 3.91762 -4.72136 4.73551
107 H 3.06767 -5.62663 3.45621
108 H 2.86986 -2.90264 2.75525
109 H 5.29095 -5.42509 3.00113
110 H 6.39577 -4.58889 1.97238
111 S -1.14356 1.82548 -4.57414
112 C -2.83108 1.70772 -4.46010
113 N -3.46059 0.62531 -4.01174
114 C -4.90305 0.48181 -3.93146
115 C -5.57892 1.39316 -4.94063
116 C -5.03358 2.80230 -4.77609
117 N -3.58494 2.76114 -4.84486
118 H -2.89781 -0.13529 -3.63467
119 H -5.25192 0.70420 -2.91675
120 H -5.14066 -0.56385 -4.13011
121 H -6.65894 1.38015 -4.79667
122 H -5.36697 1.04060 -5.95224
123 H -5.36246 3.22100 -3.81704
124 H -5.39730 3.46302 -5.56294
125 H -3.06491 3.52940 -5.23059

Here are the Mulliken charges for atoms 1 to 99, given in e: number 1, Sc, carries -1.107; number 2, C, carries -1.865; number 3, C, carries 3.304; number 4, C, carries -1.952; number 5, P, carries 0.412; number 6, C, carries 0.386; number 7, C, carries -1.493; number 8, C, carries -1.697; number 9, C, carries -0.109; number 10, C, carries -0.303; number 11, C, carries -0.045; number 12, C, carries -1.796; number 13, C, carries -0.694; number 14, C, carries 0.353; number 15, C, carries -1.051; number 16, N, carries 1.430; number 17, C, carries -0.562; number 18, C, carries -0.402; number 19, C, carries -1.257; number 20, C, carries 0.348; number 21, C, carries -1.569; number 22, C, carries -0.437; number 23, C, carries -0.177; number 24, P, carries 1.291; number 25, C, carries 1.382; number 26, C, carries -1.197; number 27, C, carries -1.710; number 28, C, carries 0.772; number 29, C, carries -1.745; number 30, C, carries -1.674; number 31, H, carries 0.456; number 32, H, carries 0.352; number 33, H, carries 0.189; number 34, H, carries -1.674; number 35, H, carries 0.280; number 36, H, carries 0.493; number 37, H, carries 0.510; number 38, H, carries 0.661; number 39, H, carries 0.223; number 40, H, carries 0.391; number 41, H, carries 0.455; number 42, H, carries 0.312; number 43, H, carries 0.476; number 44, H, carries 0.329; number 45, H, carries 0.435; number 46, H, carries 0.388; number 47, H, carries 0.367; number 48, H, carries 0.303; number 49, H, carries 0.451; number 50, H, carries 0.453; number 51, H, carries 0.514; number 52, H, carries 0.326; number 53, H, carries 0.399; number 54, H, carries 0.333; number 55, H, carries 0.298; number 56, H, carries 0.540; number 57, H, carries -0.385; number 58, H, carries 0.290; number 59, H, carries -0.526; number 60, H, carries 0.673; number 61, H, carries 0.368; number 62, H, carries 0.478; number 63, H, carries 0.356; number 64, H, carries 0.911; number 65, H, carries 0.266; number 66, H, carries 0.604; number 67, H, carries 0.191; number 68, H, carries 0.285; number 69, H, carries 0.289; number 70, H, carries 0.468; number 71, O, carries -0.911; number 72, C, carries 0.070; number 73, O, carries 1.559; number 74, C, carries -0.104; number 75, C, carries -0.796; number 76, C, carries -0.748; number 77, C, carries -0.601; number 78, C, carries -1.008; number 79, C, carries 0.819; number 80, S, carries -0.195; number 81, H, carries 0.503; number 82, H, carries 0.409; number 83, H, carries 0.391; number 84, H, carries 0.517; number 85, N, carries -0.291; number 86, C, carries 0.211; number 87, O, carries -0.632; number 88, C, carries 1.029; number 89, C, carries -1.233; number 90, C, carries -0.635; number 91, N, carries 2.012; number 92, C, carries -0.952; number 93, C, carries -1.010; number 94, H, carries 0.246; number 95, H, carries 0.157; number 96, H, carries 0.573; number 97, H, carries 0.267; number 98, H, carries 0.288; number 99, H, carries 0.282